Entry 1:
One molecule with the formula C3H9N3O3, computed with wB97M-V/def2-TZVPD.

Values from the calculation:
- Largest force on an atom: 0.6 eV/A
- ΔE to the lowest compared entry with this formula, charge and spin: 5.204 eV
- Gap between HOMO and LUMO (spin up / spin down): 7.527 / 7.683 eV

The geometry in XYZ format:
```
18
C3H9N3O3 wB97M-V/def2-TZVPD
C 0.34 0.05 -0.64
N 1.75 -0.11 -0.36
C -0.16 1.32 -0.17
O 0.00 -0.32 -1.97
O 0.72 2.21 0.39
H -0.10 0.48 -2.49
H 1.59 1.75 0.36
H 2.22 -0.52 -1.15
H 1.88 -0.70 0.46
H -1.01 1.78 -0.67
N -0.98 -0.03 1.97
C -0.56 -1.31 0.24
O -1.88 -1.17 -0.18
N -0.28 -1.07 1.54
H -1.89 -1.23 -1.14
H -1.05 0.73 1.15
H -0.51 0.36 2.79
H -0.08 -2.22 -0.13
```

=====

Entry 2:
A 2-piece molecular cluster, C3H9N3OP overall, computed with wB97M-V/def2-TZVPD.

Values from the calculation:
- Largest force on an atom: 4.9 eV/A
- Net charge: +1
- ΔE to the lowest compared entry with this formula, charge and spin: 0.000 eV
- Gap between HOMO and LUMO: 9.803 eV

The geometry in XYZ format:
```
17
C3H9N3OP wB97M-V/def2-TZVPD
C 1.30 -0.20 -1.52
C 1.59 -0.16 0.02
C -0.82 0.68 0.33
N -2.01 -3.67 1.47
N -1.54 -2.97 0.75
N 0.29 -0.27 0.85
O -2.26 2.61 -0.02
P -0.98 2.27 0.86
H 0.43 0.40 -1.67
H 2.19 0.25 -1.97
H 1.24 -1.06 -2.01
H 2.01 0.81 0.21
H 2.23 -1.04 0.33
H -1.44 0.20 -0.34
H -2.67 3.40 -0.08
H -0.17 -1.18 0.97
H 0.60 -0.06 1.82
```